53
Properties=species:S:1:pos:R:3:mulliken_charge:R:1 method="wB97M-V/def2-TZVPD" max_force_ev_per_a=2.8 homo_ev=-8.927 orbital_gap_ev=6.6 total_charge=0
Cl 1.35 -3.24 0.43 -0.2012
B 2.80 -2.44 -0.38 1.0032
Cl 4.38 -3.39 -0.25 -0.3107
Cl 2.36 -2.23 -2.22 -0.3169
O 3.03 -1.11 0.27 -0.4507
C 3.30 -0.05 -0.42 -0.3539
C 3.93 1.07 0.21 0.5802
C 4.79 1.88 -0.57 -0.4138
C 5.38 3.03 -0.02 -0.6918
C 5.14 3.34 1.34 0.3940
Cl 5.76 4.78 2.00 -0.1700
C 4.38 2.47 2.14 -0.6390
C 3.80 1.32 1.59 -0.3855
H 3.27 -0.08 -1.51 0.4623
H 4.99 1.61 -1.61 0.3998
H 5.98 3.69 -0.62 0.4190
H 4.22 2.71 3.18 0.4108
H 3.24 0.63 2.21 0.4998
H 0.93 -0.18 -0.46 -0.7255
Ge -0.69 -0.40 -0.33 1.4854
C -1.65 -1.91 -1.14 0.0426
C -2.80 -2.50 -0.61 0.0582
C -3.44 -3.56 -1.27 -0.7062
C -2.91 -4.06 -2.47 -0.3576
C -1.75 -3.47 -3.01 -0.7398
C -1.14 -2.41 -2.34 -0.1587
C -1.31 -0.42 1.52 0.1785
C -2.52 0.15 1.94 -0.0348
C -2.93 0.05 3.28 -0.6654
C -2.14 -0.63 4.21 -0.4777
C -0.92 -1.19 3.80 -0.7171
C -0.51 -1.07 2.46 -0.1642
C -1.65 1.12 -1.08 -0.2048
C -2.95 1.05 -1.62 -0.0286
C -3.60 2.21 -2.07 -0.6451
C -2.95 3.45 -2.01 -0.4345
C -1.65 3.52 -1.49 -0.5513
C -1.01 2.36 -1.03 -0.4671
H -3.23 -2.15 0.33 0.3326
H -4.34 -4.01 -0.86 0.3824
H -3.38 -4.90 -2.98 0.3591
H -1.32 -3.85 -3.94 0.3668
H -0.23 -1.98 -2.75 0.2441
H -3.15 0.70 1.25 0.3792
H -3.88 0.50 3.60 0.3713
H -2.45 -0.72 5.25 0.3607
H -0.28 -1.71 4.52 0.3830
H 0.42 -1.52 2.15 0.1389
H -3.47 0.10 -1.70 0.3507
H -4.61 2.15 -2.48 0.3713
H -3.44 4.35 -2.36 0.3587
H -1.13 4.48 -1.45 0.3559
H 0.00 2.43 -0.63 0.3231